Density functional theory data (ωB97M-V/def2-TZVPD) for a cluster of 12 separate species, C36H96O36S12 in total at a distorted geometry.

Last column: Löwdin charge in e.
Geometry (Å):
O 9.4097 3.1136 1.2357  -0.268
S 8.8388 1.8000 1.2734  0.612
O 8.4733 1.2202 2.5459  -0.295
O 7.5666 1.8360 0.2738  -0.243
C 6.2902 1.5982 0.8365  -0.290
C 5.6418 2.8675 1.3510  -0.057
C 9.8380 0.6481 0.3641  -0.101
H 6.2409 0.6903 1.4387  0.073
H 5.6054 1.3588 0.0113  0.129
H 4.5649 2.7412 1.4681  0.070
H 5.8811 3.7272 0.7285  0.086
H 6.0294 3.1067 2.3490  0.077
H 9.3006 0.4233 -0.5498  0.074
H 10.2429 -0.1226 1.0083  0.074
H 10.6710 1.2817 0.0463  0.069
O -3.1576 -4.8141 4.8064  -0.302
S -3.4841 -5.2491 3.4655  0.631
O -4.0820 -6.5159 3.1870  -0.275
O -4.5694 -4.2020 2.8425  -0.264
C -4.3431 -2.7956 2.7132  -0.263
C -5.5911 -2.0531 3.2009  -0.043
C -2.0172 -4.9757 2.3781  -0.102
H -4.2828 -2.6563 1.6327  0.117
H -3.4366 -2.4794 3.2224  0.072
H -6.5259 -2.4861 2.8620  0.085
H -5.5547 -0.9632 3.1366  0.062
H -5.5534 -2.0774 4.2994  0.081
H -1.0665 -5.4555 2.6036  0.071
H -1.7565 -3.9137 2.4049  0.034
H -2.2664 -5.1762 1.3376  0.068
O 0.2730 -2.9665 -3.6693  -0.280
S 0.7518 -4.3152 -3.6179  0.604
O -0.1740 -5.4339 -3.7312  -0.281
O 1.8802 -4.4990 -4.7309  -0.252
C 1.5242 -4.1505 -6.0750  -0.267
C 2.5510 -4.6900 -7.0554  -0.051
C 1.7885 -4.3968 -2.1916  -0.111
H 1.4162 -3.0696 -6.1867  0.085
H 0.5363 -4.5647 -6.2952  0.125
H 2.4866 -4.0698 -7.9521  0.082
H 2.2849 -5.7303 -7.2118  0.083
H 3.5606 -4.4249 -6.7394  0.084
H 2.6959 -3.8324 -2.4075  0.068
H 2.0278 -5.4362 -1.9823  0.081
H 1.3678 -3.8426 -1.3543  0.056
O -4.7123 -4.4955 -5.6323  -0.288
S -3.7557 -3.6326 -4.9763  0.606
O -2.5939 -3.2721 -5.7350  -0.274
O -4.4692 -2.2431 -4.5262  -0.284
C -5.7106 -2.2348 -3.8109  -0.252
C -6.4931 -1.0767 -4.4656  -0.067
C -3.3786 -4.3233 -3.3514  -0.097
H -5.6683 -1.9736 -2.7530  0.117
H -6.2240 -3.1879 -3.9328  0.113
H -7.5675 -1.0921 -4.2601  0.076
H -6.3866 -0.9384 -5.5403  0.077
H -6.1934 -0.1094 -4.0499  0.068
H -4.3212 -4.6195 -2.8935  0.070
H -2.8976 -3.6231 -2.6723  0.055
H -2.7498 -5.1841 -3.5701  0.060
O 3.9796 -0.4178 2.5540  -0.318
S 3.7641 0.2022 3.8539  0.611
O 2.9595 1.3823 3.9707  -0.263
O 3.2638 -0.8821 4.9090  -0.237
C 1.9614 -1.4569 4.6654  -0.235
C 1.9398 -2.4552 3.5030  -0.060
C 5.3592 0.5384 4.5640  -0.081
H 1.1793 -0.7054 4.5984  0.099
H 1.7262 -2.1819 5.4462  0.126
H 2.7801 -3.1474 3.5526  0.093
H 2.0845 -1.9780 2.5294  0.050
H 0.9553 -2.9202 3.5241  0.073
H 5.8459 1.2451 3.8959  0.062
H 5.8618 -0.4280 4.5527  0.043
H 5.2697 0.9066 5.5810  0.085
O -1.3957 3.0251 -5.4026  -0.288
S -1.2341 1.8433 -6.2027  0.643
O -0.2353 1.7941 -7.2441  -0.288
O -1.0923 0.5214 -5.2283  -0.283
C 0.1557 0.2326 -4.5555  -0.229
C 1.1600 -0.3711 -5.5291  -0.066
C -2.8292 1.2152 -6.8452  -0.086
H -0.1307 -0.4559 -3.7670  0.094
H 0.6452 1.1184 -4.1469  0.098
H 0.8464 -1.3130 -5.9793  0.054
H 2.1200 -0.5158 -5.0292  0.088
H 1.3297 0.2817 -6.3849  0.064
H -3.6168 1.5830 -6.1916  0.057
H -2.7801 0.1317 -6.8206  0.066
H -2.9744 1.6075 -7.8484  0.067
O 6.3357 -1.7687 -0.9389  -0.296
S 5.6342 -2.8718 -0.2979  0.630
O 5.6471 -4.1862 -0.8574  -0.274
O 6.1569 -3.0533 1.2283  -0.256
C 6.7070 -1.8414 1.8316  -0.268
C 7.0986 -2.2554 3.2216  -0.059
C 3.9263 -2.3582 0.1030  -0.097
H 5.9801 -1.0281 1.7752  0.061
H 7.5673 -1.4769 1.2697  0.111
H 7.4595 -1.3773 3.7661  0.070
H 7.9771 -2.9020 3.2107  0.089
H 6.2990 -2.7533 3.7655  0.088
H 3.5469 -1.6887 -0.6618  0.069
H 3.9716 -1.8706 1.0752  0.016
H 3.4260 -3.3135 0.2478  0.067
O -4.8285 0.4991 0.0184  -0.286
S -5.4491 1.6101 0.6863  0.606
O -5.8356 2.7665 -0.0791  -0.294
O -6.7586 1.0167 1.4501  -0.293
C -7.9708 1.8123 1.5879  -0.245
C -8.4218 1.6273 3.0244  -0.059
C -4.5061 2.0354 2.1570  -0.106
H -8.6096 1.4007 0.8071  0.122
H -7.7825 2.8590 1.3481  0.109
H -8.3126 0.5762 3.2909  0.078
H -9.4917 1.7989 3.1529  0.079
H -7.8431 2.3077 3.6437  0.077
H -4.0304 1.1060 2.4647  0.055
H -5.0591 2.5279 2.9494  0.071
H -3.6999 2.6995 1.8397  0.049
O -1.0726 -2.9572 -0.4409  -0.285
S -1.2884 -1.5773 -0.1094  0.604
O -1.8918 -1.1747 1.1254  -0.282
O 0.1655 -0.8767 -0.2293  -0.243
C 0.4071 0.2485 0.6295  -0.254
C 1.7812 0.7266 0.2751  -0.051
C -2.1656 -0.7893 -1.4678  -0.079
H 0.3878 -0.0676 1.6752  0.106
H -0.3461 1.0400 0.5981  0.119
H 1.9179 1.1122 -0.7406  0.070
H 2.4578 -0.1278 0.3453  0.044
H 2.2021 1.5414 0.8661  0.080
H -3.2362 -0.7322 -1.2816  0.055
H -1.8939 -1.3229 -2.3769  0.059
H -1.8519 0.2473 -1.5651  0.043
O -1.9837 3.3462 5.1939  -0.265
S -2.4346 2.0287 5.5522  0.630
O -3.5785 1.4338 4.8927  -0.297
O -1.1546 1.0487 5.4379  -0.274
C -1.3109 -0.3324 5.8398  -0.231
C -1.5856 -1.1309 4.5450  -0.048
C -2.7940 1.9079 7.3478  -0.114
H -2.1078 -0.4269 6.5786  0.107
H -0.4072 -0.6381 6.3656  0.113
H -1.3397 -0.5393 3.6695  0.075
H -2.6507 -1.3600 4.5548  0.062
H -1.0643 -2.0875 4.6003  0.074
H -3.5237 1.1796 7.6968  0.070
H -3.3346 2.8389 7.5435  0.066
H -1.8877 1.8885 7.9464  0.073
O 2.3894 8.1175 -1.7871  -0.273
S 1.8951 6.9306 -1.1469  0.607
O 0.5262 6.8542 -0.7246  -0.277
O 2.2337 5.6788 -2.1130  -0.250
C 1.9150 4.3410 -1.6811  -0.256
C 2.0037 3.4480 -2.8949  -0.057
C 2.9732 6.5861 0.2373  -0.118
H 0.9385 4.2968 -1.1968  0.095
H 2.6962 4.0535 -0.9687  0.108
H 2.8274 3.6990 -3.5601  0.091
H 1.0434 3.3638 -3.4030  0.060
H 2.2403 2.4246 -2.5828  0.063
H 3.8839 6.1103 -0.1150  0.068
H 2.3731 5.8987 0.8399  0.060
H 3.1978 7.4187 0.8976  0.076
O -1.0436 2.5734 -2.2698  -0.281
S -2.1495 3.2183 -1.6230  0.639
O -2.6836 2.5020 -0.4838  -0.315
O -1.6930 4.7496 -1.2275  -0.256
C -2.1766 5.2936 0.0012  -0.253
C -1.3087 4.8254 1.1762  -0.059
C -3.5459 3.5451 -2.7655  -0.064
H -3.1767 4.9092 0.2193  0.110
H -2.1196 6.3746 -0.0997  0.121
H -0.2519 4.8257 0.9050  0.060
H -1.5361 3.7672 1.3339  0.053
H -1.4762 5.3467 2.1162  0.086
H -3.6553 2.7181 -3.4562  0.067
H -3.2536 4.4153 -3.3562  0.071
H -4.2712 3.9211 -2.0473  0.058

HOMO level: -10.62 eV
relative energy (zero: lowest compared OMol25 entry of this formula, charge and spin): 4.339 eV
structure (SMILES): CCOS(C)(=O)=O.CCOS(C)(=O)=O.CCOS(C)(=O)=O.CCOS(C)(=O)=O.CCOS(C)(=O)=O.CCOS(C)(=O)=O.CCOS(C)(=O)=O.CCOS(C)(=O)=O.CCOS(C)(=O)=O.CCOS(C)(=O)=O.CCOS(C)(=O)=O.CCOS(C)(=O)=O
LUMO level: -0.0021 Ha